Molecular formula: CH5N3O2
Method: DFT, ωB97M-V/def2-TZVPD

Output
- Relative energy (zero: lowest compared OMol25 entry of this formula, charge and spin): 333.01 kJ/mol
- Total charge: 0
- Lowest unoccupied orbital energy: 0.0203 Eh

Each atom is followed by the atoms it is bonded to, with distances in Å.
Geometry (Å):
1 O 0.30 -1.37 -0.77  C9 1.292
2 N 1.24 0.72 -0.60  O3 1.461, H4 1.005, C9 1.466
3 O 1.29 1.34 0.72  N2 1.461, H10 1.103
4 H 2.02 0.09 -0.60  N2 1.005
5 N -1.80 -0.99 0.63  H7 0.980, N8 1.576, H11 1.128
6 H -1.00 0.79 0.99  N8 0.950
7 H -1.17 -1.71 0.84  N5 0.980
8 N -1.14 0.36 0.15  N5 1.576, H6 0.950, C9 1.427
9 C 0.07 -0.15 -0.41  O1 1.292, N2 1.466, N8 1.427
10 H 1.67 2.29 0.31  O3 1.103
11 H -2.75 -1.01 0.02  N5 1.128

---

Molecular formula: C5H7N
Method: DFT, ωB97M-V/def2-TZVPD

Output
- Relative energy (zero: lowest compared OMol25 entry of this formula, charge and spin): 10.61 kJ/mol
- Total charge: 0
- Lowest unoccupied orbital energy: 0.0399 Eh

Each atom is followed by the atoms it is bonded to, with distances in Å.
Geometry (Å):
1 H -2.42 -1.18 -0.72  N10 1.006
2 H 2.26 1.00 -0.28  C9 1.097
3 C -1.71 0.63 0.13  H4 1.082, N10 1.369, C13 1.372
4 H -2.65 1.17 0.16  C3 1.082
5 H -0.07 -2.07 -0.68  C7 1.084
6 H 2.41 -0.10 1.10  C9 1.098
7 C -0.34 -1.07 -0.35  H5 1.084, C8 1.375, N10 1.373
8 C 0.45 -0.04 0.12  C7 1.375, C9 1.503, C13 1.428
9 C 1.95 0.02 0.11  H2 1.097, H6 1.098, C8 1.503, H12 1.096
10 N -1.64 -0.65 -0.34  H1 1.006, C3 1.369, C7 1.373
11 H -0.15 1.99 0.85  C13 1.084
12 H 2.36 -0.75 -0.55  C9 1.096
13 C -0.44 1.03 0.44  C3 1.372, C8 1.428, H11 1.084

---

Molecular formula: C8H12O2
Method: DFT, ωB97M-V/def2-TZVPD

Output
- Relative energy (zero: lowest compared OMol25 entry of this formula, charge and spin): 292.82 kJ/mol
- Total charge: 0
- Lowest unoccupied orbital energy: 0.0328 Eh

Each atom is followed by the atoms it is bonded to, with distances in Å.
Geometry (Å):
1 H 3.19 0.34 1.66  C19 1.108
2 H -3.28 -0.46 0.08  C14 1.071
3 C 1.82 -1.73 0.71  C7 1.294, H15 1.123, H22 1.050
4 C -1.89 1.21 0.53  H12 1.119, C14 1.534, H16 1.119, C21 1.496
5 H 0.03 1.80 1.31  C21 1.120
6 H 1.92 1.56 1.15  C19 1.114
7 C 1.59 -0.48 0.50  C3 1.294, C10 1.697, C19 1.538
8 H 3.10 1.02 -0.12  C19 1.154
9 C -1.19 -0.69 -0.44  C10 1.486, C14 1.496, H17 1.151, O18 1.494
10 C 0.07 0.01 -0.07  C7 1.697, C9 1.486, O18 1.335, C21 1.544
11 H 0.00 1.81 -1.48  O20 0.994
12 H -2.57 2.09 0.44  C4 1.119
13 H -2.78 0.58 -1.36  C14 1.179
14 C -2.46 0.09 -0.34  H2 1.071, C4 1.534, C9 1.496, H13 1.179
15 H 1.01 -2.46 0.45  C3 1.123
16 H -2.05 0.81 1.57  C4 1.119
17 H -1.26 -1.84 -0.50  C9 1.151
18 O -0.15 -0.17 -1.38  C9 1.494, C10 1.335
19 C 2.54 0.69 0.84  H1 1.108, H6 1.114, C7 1.538, H8 1.154
20 O 0.02 2.32 -0.63  H11 0.994, C21 1.417
21 C -0.42 1.41 0.36  C4 1.496, H5 1.120, C10 1.544, O20 1.417
22 H 2.76 -2.03 1.06  C3 1.050

---

Molecular formula: C3H10O
Method: DFT, ωB97M-V/def2-TZVPD

Output
- Relative energy (zero: lowest compared OMol25 entry of this formula, charge and spin): 149.34 kJ/mol
- Total charge: 0
- Lowest unoccupied orbital energy: 0.0332 Eh

Each atom is followed by the atoms it is bonded to, with distances in Å.
Geometry (Å):
1 H 1.67 2.45 -0.13  C6 1.087
2 H -1.00 -0.63 2.04  C7 1.121
3 H 0.30 1.32 -0.03  C6 1.097
4 H 2.39 -0.38 -1.00  C11 1.010
5 O -2.20 -1.45 0.22  C7 1.456, H12 0.992
6 C 1.39 1.40 -0.03  H1 1.087, H3 1.097, C11 1.556, H14 1.054
7 C -1.37 -0.54 0.99  H2 1.121, O5 1.456, H8 1.108, H10 1.080
8 H -0.57 -0.30 0.26  C7 1.108
9 H 2.88 1.12 -1.70  C11 1.120
10 H -2.02 0.31 0.88  C7 1.080
11 C 2.08 0.56 -1.15  H4 1.010, C6 1.556, H9 1.120, H13 1.127
12 H -1.73 -2.32 0.18  O5 0.992
13 H 1.29 0.49 -1.96  C11 1.127
14 H 1.84 1.05 0.86  C6 1.054

---

Molecular formula: CH4BrNO
Method: DFT, ωB97M-V/def2-TZVPD

Output
- Relative energy (zero: lowest compared OMol25 entry of this formula, charge and spin): 104.03 kJ/mol
- Total charge: 0
- Lowest unoccupied orbital energy: 0.0133 Eh

Each atom is followed by the atoms it is bonded to, with distances in Å.
Geometry (Å):
1 N -0.23 0.51 -1.15  Br5 1.856, H7 1.002, O8 1.563
2 C 0.40 -0.13 1.02  H3 1.156, H4 1.071, H6 1.111, O8 1.447
3 H -0.12 -0.43 2.01  C2 1.156
4 H 0.89 -0.95 0.54  C2 1.071
5 Br -0.14 -0.86 -2.41  N1 1.856
6 H 1.06 0.76 1.09  C2 1.111
7 H -1.06 1.05 -1.34  N1 1.002
8 O -0.80 0.06 0.23  N1 1.563, C2 1.447

---

Molecular formula: C30H87N5O11
Method: DFT, ωB97M-V/def2-TZVPD

Output
- Relative energy (zero: lowest compared OMol25 entry of this formula, charge and spin): 267.80 kJ/mol
- Total charge: 0
- Lowest unoccupied orbital energy: 0.0049 Eh

Each atom is followed by the atoms it is bonded to, with distances in Å.
Geometry (Å):
1 H 1.11 7.50 6.58  C93 1.090
2 C -4.62 -3.60 6.05  O52 1.423, H57 1.090, H90 1.090, H103 1.090
3 H -4.31 -8.03 -0.73  C105 1.090
4 H 3.78 4.07 -5.32  C26 1.090
5 C 1.96 8.54 -1.57  H23 1.090, O115 1.411, H119 1.090, C132 1.574
6 H 6.06 -4.35 -4.04  C108 1.090
7 C 4.30 2.23 -4.39  C26 1.516, H68 1.090, H75 1.090, O95 1.453
8 H -7.33 0.69 -1.91  N16 1.010
9 H 0.33 7.86 -0.39  C132 1.090
10 C 7.20 -3.63 2.56  H33 1.090, C53 1.507, N72 1.415, C89 1.610
11 O -2.51 -0.77 -8.87  C82 1.437, H131 0.960
12 C 0.79 6.20 -1.64  H51 1.090, H114 1.090, H122 1.090, C132 1.504
13 H 7.88 -1.74 3.03  N72 1.010
14 C -3.14 -0.63 7.48  C80 1.534, N118 1.445, H128 1.090, C129 1.529
15 H -3.35 -3.16 -8.53  C99 1.090
16 N -8.11 0.39 -2.48  H8 1.010, C43 1.428, H97 1.010
17 H -3.64 0.10 0.73  O88 0.957
18 H 0.03 0.21 -0.89  C107 1.090
19 H 1.54 1.90 4.38  N102 1.010
20 H 0.64 2.03 5.62  N102 1.010
21 H 4.34 3.89 5.24  C35 1.090
22 H -10.46 2.22 -6.35  C62 1.090
23 H 1.73 9.60 -1.54  C5 1.090
24 H 1.16 4.56 4.37  C69 1.090
25 H 8.48 -2.94 3.94  N72 1.010
26 C 3.68 3.00 -5.54  H4 1.090, C7 1.516, H55 1.090, H98 1.090
27 C 2.99 7.99 0.58  H29 1.090, H60 1.090, O115 1.403, H120 1.090
28 C 4.04 -4.49 -4.80  H77 1.090, H83 1.090, C108 1.534, H111 1.090
29 H 2.42 7.12 0.91  C27 1.090
30 H 4.84 -3.36 -3.21  C108 1.090
31 H 8.81 -3.20 1.09  C89 1.090
32 H 2.68 3.16 6.67  C47 1.090
33 H 6.82 -4.46 3.15  C10 1.090
34 H 5.52 -3.79 1.33  C53 1.090
35 C 3.61 3.26 4.73  H21 1.090, C47 1.567, H59 1.090, H123 1.090
36 H -6.78 0.29 -4.07  C43 1.090
37 H 0.81 7.10 4.94  C93 1.090
38 C 0.14 -1.75 0.09  O49 1.402, H58 1.090, H64 1.090, C107 1.496
39 H -4.71 0.56 1.70  O88 0.957
40 H -6.92 -2.33 -4.14  C92 1.090
41 C -2.51 -7.85 0.43  O50 1.425, H85 1.090, C105 1.525, H124 1.090
42 H -1.27 -2.94 0.33  O49 0.960
43 C -7.65 -0.24 -3.67  N16 1.428, H36 1.090, C81 1.536, C92 1.500
44 H -6.17 -1.45 -2.82  C92 1.090
45 H 5.31 -2.56 2.60  C53 1.090
46 O -9.05 1.12 -5.09  C62 1.436, C81 1.387
47 C 2.33 3.19 5.64  H32 1.090, C35 1.567, C69 1.544, N102 1.462
48 H -0.18 6.47 6.23  C93 1.090
49 O -1.23 -2.01 0.10  C38 1.402, H42 0.960
50 O -1.88 -6.70 0.98  C41 1.425, H71 0.960
51 H -0.16 5.68 -1.60  C12 1.090
52 O -3.56 -2.98 6.77  C2 1.423, C129 1.433
53 C 6.01 -2.99 1.89  C10 1.507, H34 1.090, H45 1.090, H94 1.090
54 H 0.11 -1.10 -1.99  C107 1.090
55 H 2.64 2.69 -5.64  C26 1.090
56 H -3.17 -1.09 -6.93  C82 1.090
57 H -5.59 -3.14 6.18  C2 1.090
58 H 0.70 -2.68 0.14  C38 1.090
59 H 3.47 3.57 3.70  C35 1.090
60 H 2.71 8.90 1.11  C27 1.090
61 H 6.20 1.74 -4.13  O95 0.960
62 C -10.26 1.28 -5.84  H22 1.090, O46 1.436, H63 1.090, H113 1.090
63 H -11.12 0.98 -5.23  C62 1.090
64 H 0.34 -1.29 1.06  C38 1.090
65 H 0.44 4.20 5.91  C69 1.090
66 H -0.11 7.81 -3.33  N76 1.010
67 H 5.61 -5.42 -2.13  O112 0.960
68 H 4.12 1.15 -4.41  C7 1.090
69 C 1.40 4.39 5.42  H24 1.090, C47 1.544, H65 1.090, O130 1.427
70 H -5.00 -1.59 7.60  C129 1.090
71 H -1.03 -6.95 1.35  O50 0.960
72 N 7.65 -2.63 3.45  C10 1.415, H13 1.010, H25 1.010
73 C 9.01 -5.14 -0.40  H96 1.090, O104 1.431, H110 1.090, H116 1.090
74 H -2.93 -0.73 5.49  N118 1.010
75 H 3.82 2.63 -3.50  C7 1.090
76 N -0.31 8.10 -2.38  H66 1.010, H126 1.010, C132 1.422
77 H 3.01 -4.68 -4.51  C28 1.090
78 H -8.35 -0.65 -5.60  C81 1.090
79 H -1.45 -1.21 -7.15  C82 1.090
80 C -3.40 0.53 8.45  C14 1.534, H87 1.090, H100 1.090, H109 1.090
81 C -8.77 -0.19 -4.71  C43 1.536, O46 1.387, H78 1.090, H125 1.090
82 C -2.40 -1.46 -7.62  O11 1.437, H56 1.090, H79 1.090, C99 1.526
83 H 4.12 -3.59 -5.41  C28 1.090
84 H -4.33 -0.33 5.91  N118 1.010
85 H -1.84 -8.41 -0.23  C41 1.090
86 H -4.54 -6.87 0.47  C105 1.090
87 H -3.42 0.17 9.48  C80 1.090
88 O -4.15 0.87 0.99  H17 0.957, H39 0.957
89 C 8.39 -4.09 1.57  C10 1.610, H31 1.090, O104 1.399, H127 1.090
90 H -4.32 -3.38 5.02  C2 1.090
91 H 1.54 -0.67 -0.96  C107 1.090
92 C -7.11 -1.60 -3.35  H40 1.090, C43 1.500, H44 1.090, H106 1.090
93 C 0.85 6.66 5.94  H1 1.090, H37 1.090, H48 1.090, O130 1.412
94 H 6.23 -2.16 1.22  C53 1.090
95 O 5.72 2.53 -4.39  C7 1.453, H61 0.960
96 H 9.86 -5.65 0.06  C73 1.090
97 H -8.45 1.30 -2.76  N16 1.010
98 H 4.23 2.80 -6.46  C26 1.090
99 C -2.55 -2.96 -7.82  H15 1.090, C82 1.526, H117 1.090, H133 1.090
100 H -4.40 0.95 8.31  C80 1.090
101 H -3.46 -6.48 -0.91  C105 1.090
102 N 1.62 1.94 5.39  H19 1.010, H20 1.010, C47 1.462
103 H -4.62 -4.69 6.13  C2 1.090
104 O 8.01 -5.04 0.62  C73 1.431, C89 1.399
105 C -3.77 -7.25 -0.20  H3 1.090, C41 1.525, H86 1.090, H101 1.090
106 H -7.71 -2.17 -2.64  C92 1.090
107 C 0.46 -0.79 -1.01  H18 1.090, C38 1.496, H54 1.090, H91 1.090
108 C 5.05 -4.33 -3.65  H6 1.090, C28 1.534, H30 1.090, O112 1.407
109 H -2.70 1.36 8.38  C80 1.090
110 H 9.25 -4.21 -0.91  C73 1.090
111 H 4.29 -5.36 -5.41  C28 1.090
112 O 4.81 -5.29 -2.64  H67 0.960, C108 1.407
113 H -10.18 0.54 -6.63  C62 1.090
114 H 1.56 5.80 -0.98  C12 1.090
115 O 3.09 8.17 -0.81  C5 1.411, C27 1.403
116 H 8.67 -5.89 -1.10  C73 1.090
117 H -1.57 -3.32 -8.15  C99 1.090
118 N -3.38 -0.11 6.15  C14 1.445, H74 1.010, H84 1.010
119 H 2.31 8.40 -2.59  C5 1.090
120 H 4.05 7.86 0.82  C27 1.090
121 H -3.86 -2.28 8.66  C129 1.090
122 H 1.22 5.99 -2.62  C12 1.090
123 H 4.04 2.26 4.71  C35 1.090
124 H -2.84 -8.53 1.21  C41 1.090
125 H -9.62 -0.80 -4.41  C81 1.090
126 H -0.28 9.10 -2.50  N76 1.010
127 H 9.15 -4.52 2.22  C89 1.090
128 H -2.10 -0.94 7.58  C14 1.090
129 C -3.95 -1.91 7.64  C14 1.529, O52 1.433, H70 1.090, H121 1.090
130 O 1.76 5.59 6.11  C69 1.427, C93 1.412
131 H -2.04 0.05 -8.75  O11 0.960
132 C 0.65 7.68 -1.42  C5 1.574, H9 1.090, C12 1.504, N76 1.422
133 H -2.83 -3.38 -6.85  C99 1.090

---

How do the records compare in orbital gap? In the order shown, they have 0.3700; 0.3388; 0.3849; 0.4138; 0.3754; 0.3387 hartree.
How do the records compare in E_HOMO? In the order shown, they have -9.52; -8.13; -9.58; -10.36; -9.85; -9.08 eV.